ORCA calculation (wB97M-V/def2-TZVPD) on a molecular structure, C5H8O2Pm in a non-equilibrium geometry.

Computed properties:
HOMO energy (spin up / spin down) in eV: -15.6 / -15.6
LUMO level (spin up / spin down) in hartree: -0.350 / -0.344

The geometry in ORCA input format:
```
! wB97M-V def2-TZVPD RIJCOSX def2/J DEFGRID3
* xyz 2 6
O -0.294 -1.583 -1.038
Pm 0.890 -2.044 2.277
C -0.082 -0.854 0.011
O -0.427 0.371 -0.118
C 0.555 -1.458 -2.214
C 1.185 -2.799 -2.485
H -0.072 -1.120 -3.048
H 1.304 -0.684 -2.005
H 0.507 -3.618 -2.209
H 1.399 -2.875 -3.559
H 2.129 -2.910 -1.936
C -1.611 3.878 3.139
C -1.841 4.620 4.116
H -1.017 5.040 3.276
H -0.557 0.843 0.786
H -2.066 5.193 5.006
*
```


ORCA calculation (wB97M-V/def2-TZVPD) on a single C5H8O3 molecule in a non-equilibrium geometry.

Computed properties:
HOMO energy in eV: -8.8
ΔE to the lowest compared entry with this formula, charge and spin in kJ/mol: 874.3
LUMO level in hartree: 0.017
Structure (SMILES): CC1(O)[C@H]2OCO[C@@H]21

The geometry in ORCA input format:
```
! wB97M-V def2-TZVPD RIJCOSX def2/J DEFGRID3
* xyz 0 1
C 1.798 -0.878 0.458
C 1.031 0.088 -0.143
C -0.290 -0.415 -0.796
C -2.333 0.253 -0.046
C -0.258 0.428 0.479
H 2.370 -0.732 1.459
H 2.237 -1.050 -0.444
H 1.227 -1.686 0.793
H 2.612 1.271 -0.985
H -0.321 0.228 -1.618
H -3.026 0.005 0.679
H -3.177 1.004 -0.393
H -0.523 -0.186 1.326
O 1.660 1.325 -0.607
O -1.709 -0.918 -0.618
O -1.299 1.265 0.456
*
```


ORCA calculation (wB97M-V/def2-TZVPD) on 2 unconnected molecules or ions with the total composition C5H8O3 in a non-equilibrium geometry.

Computed properties:
HOMO energy in eV: -9.0
ΔE to the lowest compared entry with this formula, charge and spin in kJ/mol: 232.7
LUMO level in hartree: 0.021
Structure (SMILES): COC(C)=O.C=C=O

The geometry in ORCA input format:
```
! wB97M-V def2-TZVPD RIJCOSX def2/J DEFGRID3
* xyz 0 1
C 0.898 -0.255 -1.888
C 0.456 -1.748 1.058
C -0.542 1.802 0.844
C -0.262 0.372 -2.035
C -0.739 0.337 0.571
O 0.530 -0.356 0.750
O -1.141 0.972 -2.544
O -1.809 -0.235 0.690
H 1.783 0.291 -1.592
H 0.951 -1.331 -1.987
H 1.150 -2.276 0.397
H 0.775 -1.907 2.091
H -0.543 -2.169 0.917
H -1.000 2.381 0.040
H 0.517 2.065 0.899
H -1.024 2.058 1.790
*
```


ORCA calculation (wB97M-V/def2-TZVPD) on a molecular structure, C5H8O3Sr in a non-equilibrium geometry.

Computed properties:
HOMO energy in eV: -7.3
ΔE to the lowest compared entry with this formula, charge and spin in kJ/mol: 0.0
LUMO level in hartree: -0.024

The geometry in ORCA input format:
```
! wB97M-V def2-TZVPD RIJCOSX def2/J DEFGRID3
* xyz 0 1
Sr -0.831 -2.076 1.387
O -0.437 -1.854 -0.674
O -0.026 0.235 0.171
C -1.039 1.030 0.735
C -0.822 0.824 2.230
O -0.468 -0.490 2.533
C 0.338 -0.755 -0.751
H -0.889 2.080 0.443
H -2.030 0.758 0.343
H -1.656 1.268 2.801
H 0.110 1.371 2.479
C 0.567 -0.145 -2.103
C 1.808 -0.763 -1.460
H 0.115 -0.697 -2.932
H 0.533 0.946 -2.153
H 2.166 -1.687 -1.926
H 2.561 -0.044 -1.123
*
```


ORCA calculation (wB97M-V/def2-TZVPD) on 2 unconnected molecules or ions with the total composition C5H8O4 in a non-equilibrium geometry.

Computed properties:
HOMO energy in eV: -1.6
ΔE to the lowest compared entry with this formula, charge and spin in kJ/mol: 46.1
LUMO level in hartree: 0.238

The geometry in ORCA input format:
```
! wB97M-V def2-TZVPD RIJCOSX def2/J DEFGRID3
* xyz -2 1
C -1.289 1.390 -1.043
C -2.076 1.276 -2.402
O -2.955 0.378 -2.423
O -1.802 2.198 -3.194
H -1.463 2.324 -0.577
H -0.197 1.398 -1.194
H -1.516 0.519 -0.430
C 0.888 -1.342 0.656
C 0.497 -0.016 1.369
C 2.206 -1.854 1.336
O 2.132 -1.847 2.598
O 3.194 -2.127 0.629
H 0.046 -2.022 0.656
H 1.074 -1.172 -0.428
H 0.524 -0.309 2.420
H -0.449 0.403 0.926
H 1.186 0.803 1.101
*
```


ORCA calculation (wB97M-V/def2-TZVPD) on a single C5H8O5S molecule in a non-equilibrium geometry.

Computed properties:
HOMO energy in eV: -10.4
ΔE to the lowest compared entry with this formula, charge and spin in kJ/mol: 0.7
LUMO level in hartree: 0.012
Structure (SMILES): CS(=O)(=O)[C@@]1(O)CCOC1=O

The geometry in ORCA input format:
```
! wB97M-V def2-TZVPD RIJCOSX def2/J DEFGRID3
* xyz 0 1
C 1.368 -0.160 -0.684
C -0.871 -1.192 -0.941
C -0.267 -0.649 -2.233
C 0.123 -0.599 0.118
C 0.371 1.457 2.071
O 2.444 0.078 -0.262
O -2.022 0.880 1.034
O -0.407 1.987 -0.411
O 1.102 -0.199 -2.013
O 0.274 -1.135 1.451
S -0.658 1.096 0.647
H -1.947 -0.875 -0.629
H -0.861 -2.262 -0.886
H -0.372 -1.303 -3.069
H -0.857 0.301 -2.476
H -0.001 2.360 2.492
H 0.356 0.503 2.627
H 1.296 1.628 1.609
H 0.929 -1.916 1.554
*
```


ORCA calculation (wB97M-V/def2-TZVPD) on 2 unconnected molecules or ions with the total composition C5H8OS in a non-equilibrium geometry.

Computed properties:
HOMO energy (spin up / spin down) in eV: -7.1 / -7.3
ΔE to the lowest compared entry with this formula, charge and spin in kJ/mol: 420.9
LUMO level (spin up / spin down) in hartree: 0.005 / 0.012

The geometry in ORCA input format:
```
! wB97M-V def2-TZVPD RIJCOSX def2/J DEFGRID3
* xyz 0 1
C 0.906 1.986 -0.588
C -0.266 0.019 0.543
C 0.284 -1.307 0.407
C -0.120 2.297 -1.629
C -0.164 -2.476 1.387
O 1.795 2.542 -0.068
S -1.056 -0.817 -0.777
H -0.939 0.364 1.242
H 1.216 -1.719 -0.019
H -0.247 3.362 -1.340
H -1.055 1.744 -1.494
H 0.397 2.151 -2.526
H 0.750 -2.773 1.933
H -0.611 -3.313 0.846
H -0.891 -2.060 2.082
*
```


ORCA calculation (wB97M-V/def2-TZVPD) on a molecular structure, C5H8OS in a non-equilibrium geometry.

Computed properties:
HOMO energy in eV: -8.9
ΔE to the lowest compared entry with this formula, charge and spin in kJ/mol: 442.7
LUMO level in hartree: -0.001

The geometry in ORCA input format:
```
! wB97M-V def2-TZVPD RIJCOSX def2/J DEFGRID3
* xyz 0 1
C 0.778 -1.777 -0.697
C 0.694 -1.214 0.892
C 0.213 0.147 1.378
C -0.279 1.256 0.616
C -1.749 1.883 -1.168
H 1.252 -0.894 -1.130
H -0.125 -2.284 -1.137
H 2.055 -2.383 -0.677
H 0.128 -1.916 1.524
H 1.763 -1.178 1.325
H 0.515 0.422 2.385
H -0.206 2.416 0.753
H -2.279 2.539 -0.559
O -0.753 0.956 -0.739
S -2.007 2.025 -2.767
*
```


Please write out number 6 again, unchanged.
ORCA calculation (wB97M-V/def2-TZVPD) on a single C5H8O5S molecule in a non-equilibrium geometry.

Computed properties:
HOMO energy in eV: -10.4
ΔE to the lowest compared entry with this formula, charge and spin in kJ/mol: 0.7
LUMO level in hartree: 0.012
Structure (SMILES): CS(=O)(=O)[C@@]1(O)CCOC1=O

The geometry in ORCA input format:
```
! wB97M-V def2-TZVPD RIJCOSX def2/J DEFGRID3
* xyz 0 1
C 1.368 -0.160 -0.684
C -0.871 -1.192 -0.941
C -0.267 -0.649 -2.233
C 0.123 -0.599 0.118
C 0.371 1.457 2.071
O 2.444 0.078 -0.262
O -2.022 0.880 1.034
O -0.407 1.987 -0.411
O 1.102 -0.199 -2.013
O 0.274 -1.135 1.451
S -0.658 1.096 0.647
H -1.947 -0.875 -0.629
H -0.861 -2.262 -0.886
H -0.372 -1.303 -3.069
H -0.857 0.301 -2.476
H -0.001 2.360 2.492
H 0.356 0.503 2.627
H 1.296 1.628 1.609
H 0.929 -1.916 1.554
*
```